No. 1
The following is a DFT calculation (the ωB97M-V functional and the def2-TZVPD basis) of 2 unconnected molecules or ions with the total composition C7H9NS.

HOMO energy (eV): -8.381
E (eV): -19726.2449
Spin multiplicity: 1
LUMO level (eV): -0.3762

Atoms and positions in Å:
C -1.64 -1.68 -0.05
C -0.96 -0.79 0.76
C -2.47 -0.97 -0.87
C -1.40 0.53 0.38
C -0.99 1.81 0.85
C 2.23 -0.96 0.25
C 2.51 0.34 0.08
N -2.34 0.33 -0.65
S -1.51 3.06 -0.25
H -1.66 -2.77 -0.04
H -0.13 -0.84 1.38
H -3.25 -1.34 -1.63
H -0.83 4.09 0.33
H 1.20 -1.22 0.47
H 2.90 -1.82 0.14
H 3.42 0.62 -0.26
H 1.73 1.10 0.11
H -2.74 1.06 -1.17

***

No. 2
The following is a DFT calculation (the ωB97M-V functional and the def2-TZVPD basis) of a molecular structure, C7H9O12Zn.

HOMO energy (spin up / spin down) (eV): -8.438 / -8.417
E (eV): -80392.8169
Spin multiplicity: 2
LUMO level (spin up / spin down) (eV): -0.0224 / -4.5360

Atoms and positions in Å:
Zn 1.80 0.81 0.36
O 1.31 1.45 4.21
C 1.60 1.30 2.88
O 1.63 2.19 2.01
O 1.84 0.20 2.37
H 1.06 2.37 4.37
O 0.52 3.19 -2.96
C 0.77 3.16 -1.69
O 0.65 4.27 -1.01
O 1.18 2.14 -1.02
H 0.23 4.11 -2.95
O 4.82 -0.23 -1.51
C 3.87 0.11 -0.70
O 3.89 1.16 -0.06
O 2.85 -0.65 -0.54
H 5.49 0.44 -1.34
C -3.23 -3.00 -1.35
C -3.04 -1.74 -0.43
C -2.76 -2.10 0.98
O -1.65 -1.30 1.29
C -1.10 -0.72 0.21
O -0.03 -0.12 0.24
O -1.86 -1.10 -0.85
H -2.35 -3.62 -1.25
H -3.37 -2.61 -2.36
H -4.14 -3.53 -1.06
H -3.91 -1.09 -0.54
H -2.39 -3.11 1.13
H -3.68 -1.96 1.56

***

No. 3
The following is a DFT calculation (the ωB97M-V functional and the def2-TZVPD basis) of a gas-phase ion, C7H9O2S2 (charge -1).

HOMO energy (eV): -3.722
Total charge: -1
E (eV): -33166.6070
Spin multiplicity: 1
LUMO level (eV): 3.1992

Atoms and positions in Å:
C 1.70 0.39 1.05
C -0.23 -1.64 -0.26
C 0.78 1.04 0.31
C -0.84 -0.48 -0.20
C 1.76 -1.14 1.19
C 1.32 -1.68 -0.15
C -1.20 2.51 -1.16
O -3.21 -0.89 -1.06
O -3.03 0.93 0.67
S 0.50 2.61 -0.24
S -2.64 -0.48 0.30
H 2.59 0.87 1.49
H -0.74 -2.59 -0.32
H 2.80 -1.50 1.24
H 1.20 -1.46 2.03
H 1.72 -2.70 -0.14
H 1.58 -1.13 -0.98
H -1.07 3.32 -1.91
H -1.92 2.57 -0.33
H -1.10 1.46 -1.54

***

No. 4
The following is a DFT calculation (the ωB97M-V functional and the def2-TZVPD basis) of 12 unconnected molecules or ions with the total composition C80H188N12O18.

HOMO energy (eV): -7.825
E (eV): -140720.4143
Spin multiplicity: 1
LUMO level (eV): 0.4146

Atoms and positions in Å:
C -4.21 0.34 6.71
C -3.49 -0.43 5.53
C -4.39 -0.13 4.22
C -2.09 0.10 5.39
C -1.03 -0.40 6.41
C -1.16 -1.95 6.42
C -2.57 -2.52 6.63
C -2.44 -3.92 6.18
C -3.05 -2.41 8.09
N -3.49 -1.86 5.72
O -4.77 -2.41 5.71
H -5.06 -0.20 7.15
H -3.47 0.50 7.49
H -4.70 1.28 6.44
H -4.28 0.87 3.80
H -4.30 -0.73 3.31
H -5.44 -0.24 4.48
H -1.67 -0.18 4.42
H -2.10 1.19 5.50
H -0.01 -0.11 6.15
H -1.19 0.06 7.38
H -0.50 -2.22 7.24
H -0.81 -2.30 5.44
H -3.34 -4.54 6.27
H -1.62 -4.42 6.69
H -2.09 -4.12 5.17
H -4.11 -2.56 8.25
H -2.66 -1.49 8.53
H -2.65 -3.23 8.69
H -4.94 -2.41 4.77
C -6.40 -0.73 -0.19
C -6.95 0.55 -0.95
C -8.36 0.91 -0.53
C -6.13 1.77 -0.57
C -4.72 1.57 -1.09
C -4.71 1.68 -2.61
C -5.69 0.53 -3.12
C -5.90 0.98 -4.57
C -4.99 -0.92 -3.16
N -6.98 0.43 -2.41
O -7.86 -0.50 -2.87
H -6.96 -1.61 -0.51
H -5.33 -0.86 -0.33
H -6.43 -0.54 0.88
H -9.18 0.26 -0.82
H -8.41 0.99 0.56
H -8.70 1.83 -1.00
H -6.67 2.58 -1.05
H -6.04 1.79 0.52
H -4.21 2.52 -0.98
H -4.21 0.78 -0.55
H -3.68 1.59 -2.93
H -5.09 2.68 -2.84
H -6.62 0.34 -5.08
H -4.95 0.86 -5.10
H -6.35 1.97 -4.62
H -4.00 -0.76 -2.74
H -4.95 -1.29 -4.18
H -5.57 -1.55 -2.48
H -8.42 0.09 -3.38
C 3.05 7.37 0.49
C 4.04 6.30 0.82
C 5.30 6.59 0.06
C 4.43 6.37 2.32
C 3.27 5.81 3.35
C 2.96 4.38 2.86
C 2.48 4.34 1.38
C 2.40 2.89 1.21
C 1.07 5.07 1.25
N 3.55 4.91 0.49
O 3.42 4.60 -0.87
H 3.55 8.28 0.84
H 2.80 7.39 -0.57
H 2.06 7.45 0.94
H 5.87 5.66 0.11
H 5.17 7.00 -0.94
H 5.96 7.19 0.70
H 5.43 5.96 2.50
H 4.70 7.38 2.62
H 3.64 5.66 4.37
H 2.41 6.47 3.46
H 2.27 3.96 3.59
H 3.85 3.77 3.03
H 2.21 2.60 0.17
H 1.60 2.38 1.75
H 3.26 2.27 1.46
H 0.26 4.44 1.62
H 0.89 5.34 0.21
H 1.05 6.03 1.77
H 3.86 3.75 -0.96
C 5.08 -0.99 -2.05
C 4.56 -0.19 -0.91
C 3.02 -0.18 -0.96
C 4.98 -0.85 0.43
C 6.48 -0.80 0.81
C 6.95 0.60 0.65
C 6.52 1.50 -0.61
C 6.68 2.98 -0.28
C 7.45 1.12 -1.73
N 5.06 1.22 -0.81
O 4.53 2.04 -1.77
H 4.24 -1.64 -2.31
H 5.16 -0.53 -3.04
H 5.94 -1.60 -1.80
H 2.52 0.31 -0.13
H 2.55 0.22 -1.86
H 2.62 -1.19 -0.84
H 4.33 -0.47 1.21
H 4.68 -1.90 0.52
H 6.70 -1.26 1.78
H 7.03 -1.34 0.05
H 8.04 0.61 0.70
H 6.69 1.19 1.54
H 7.69 3.19 0.09
H 6.07 3.33 0.55
H 6.29 3.65 -1.04
H 7.34 0.11 -2.11
H 8.49 1.29 -1.46
H 7.18 1.75 -2.58
H 4.81 1.60 -2.58
C -2.24 6.53 1.43
O -3.56 6.01 1.15
C -4.07 5.24 2.31
C -3.31 4.10 2.84
C -3.21 2.96 1.92
N -3.75 3.67 4.12
H -2.17 7.29 2.21
H -1.92 7.02 0.51
H -1.46 5.77 1.49
H -4.05 5.85 3.21
H -5.10 4.90 2.19
H -2.29 4.44 3.01
H -2.55 2.16 2.23
H -2.78 3.24 0.96
H -4.19 2.51 1.73
H -3.95 4.47 4.72
H -3.07 3.10 4.60
C 0.39 -7.60 2.90
O 1.27 -6.60 2.47
C 1.33 -5.62 3.45
C 2.07 -5.92 4.73
C 2.24 -4.78 5.78
N 3.36 -6.61 4.50
H 1.02 -8.36 3.38
H -0.15 -8.08 2.09
H -0.23 -7.30 3.75
H 1.89 -4.74 3.12
H 0.35 -5.15 3.56
H 1.52 -6.71 5.23
H 2.40 -5.23 6.76
H 1.29 -4.24 5.77
H 3.04 -4.08 5.52
H 3.92 -6.09 3.83
H 3.22 -7.55 4.17
C 6.94 -5.39 5.41
O 5.96 -4.35 5.37
C 6.41 -3.03 5.29
C 5.25 -2.08 5.26
N 4.87 -1.70 6.63
C 4.03 -0.52 6.37
C 3.28 -0.02 7.58
O 2.23 -0.88 7.89
C 1.87 -0.72 9.32
H 7.32 -5.73 4.45
H 6.39 -6.23 5.83
H 7.76 -5.26 6.11
H 6.85 -2.98 4.29
H 7.18 -2.75 6.01
H 4.47 -2.65 4.76
H 5.62 -1.20 4.74
H 4.30 -2.49 6.90
H 3.31 -0.84 5.62
H 4.71 0.23 5.97
H 3.09 1.03 7.37
H 4.03 0.18 8.35
H 2.76 -1.07 9.86
H 0.98 -1.30 9.56
H 1.45 0.26 9.55
C -9.32 6.80 -6.32
O -8.18 6.05 -5.94
C -6.95 6.76 -5.60
C -5.88 5.89 -4.91
N -5.04 5.14 -5.87
C -3.93 4.37 -5.23
C -3.02 5.37 -4.48
O -3.43 5.67 -3.11
C -2.41 6.22 -2.41
H -10.23 6.21 -6.22
H -9.30 7.41 -7.22
H -9.48 7.54 -5.54
H -7.00 7.60 -4.91
H -6.74 7.25 -6.55
H -6.41 5.13 -4.33
H -5.31 6.49 -4.21
H -5.38 4.70 -6.71
H -3.37 3.80 -5.97
H -4.31 3.58 -4.58
H -2.91 6.38 -4.88
H -2.06 4.86 -4.55
H -2.82 6.40 -1.42
H -1.86 7.09 -2.77
H -1.68 5.43 -2.24
C -3.26 -2.73 -6.28
O -3.30 -3.76 -5.24
C -2.04 -4.12 -4.68
C -2.32 -4.61 -3.29
N -2.81 -3.55 -2.41
C -3.49 -3.87 -1.14
C -2.68 -4.75 -0.16
O -3.21 -4.41 1.15
C -2.42 -5.05 2.15
H -4.31 -2.50 -6.46
H -2.84 -2.96 -7.26
H -2.70 -1.83 -6.00
H -1.28 -3.34 -4.62
H -1.51 -4.90 -5.22
H -1.52 -5.20 -2.85
H -3.16 -5.30 -3.40
H -3.48 -3.13 -3.04
H -4.50 -4.27 -1.23
H -3.48 -2.91 -0.62
H -1.62 -4.49 -0.24
H -2.89 -5.81 -0.34
H -2.17 -6.11 2.02
H -2.94 -4.95 3.10
H -1.49 -4.57 2.47
C 1.64 -0.81 3.54
O 0.60 -0.45 2.55
C 0.39 -1.58 1.67
C -0.75 -1.36 0.56
N -0.13 -0.72 -0.60
C -0.90 -0.88 -1.79
C -0.44 0.11 -2.96
O -0.92 1.46 -2.81
C 0.00 2.38 -2.35
H 2.68 -0.81 3.24
H 1.48 -1.63 4.25
H 1.63 0.03 4.23
H 0.09 -2.49 2.20
H 1.33 -1.88 1.21
H -1.43 -0.67 1.07
H -1.25 -2.27 0.22
H 0.68 -0.14 -0.48
H -1.92 -0.57 -1.57
H -0.96 -1.87 -2.26
H -0.97 -0.26 -3.83
H 0.65 0.06 -3.08
H 0.66 1.95 -1.59
H -0.50 3.28 -2.00
H 0.61 2.46 -3.25
C 0.47 -1.14 -5.92
O 1.79 -1.35 -6.30
C 2.74 -1.37 -5.32
C 4.01 -0.64 -5.92
N 3.73 0.75 -6.45
C 3.30 1.70 -5.42
C 2.54 2.81 -6.22
O 1.45 2.34 -7.02
C 0.55 3.32 -7.47
H 0.23 -0.16 -5.51
H 0.20 -1.88 -5.17
H -0.27 -1.34 -6.70
H 3.09 -2.39 -5.17
H 2.37 -1.01 -4.37
H 4.46 -1.32 -6.65
H 4.85 -0.44 -5.25
H 2.98 0.66 -7.11
H 4.23 2.01 -4.94
H 2.60 1.22 -4.74
H 3.27 3.41 -6.76
H 2.31 3.53 -5.44
H 0.00 3.78 -6.65
H -0.29 3.02 -8.10
H 0.95 4.11 -8.10
C 2.93 -5.89 -8.22
O 2.77 -6.48 -6.93
C 2.35 -5.80 -5.86
C 3.36 -5.98 -4.71
N 3.22 -5.07 -3.55
C 1.83 -5.02 -2.98
C 1.77 -4.22 -1.67
O 2.44 -4.93 -0.53
C 1.95 -6.32 -0.33
H 3.51 -6.66 -8.74
H 3.44 -4.93 -8.23
H 2.12 -5.78 -8.94
H 1.36 -6.10 -5.51
H 2.30 -4.73 -6.02
H 4.40 -5.80 -4.99
H 3.35 -6.94 -4.20
H 3.86 -5.45 -2.86
H 1.28 -5.96 -3.00
H 1.10 -4.51 -3.61
H 0.80 -3.98 -1.24
H 2.38 -3.32 -1.76
H 2.10 -6.85 -1.27
H 0.87 -6.23 -0.30
H 2.36 -7.01 0.42